The following is a DFT calculation (ωB97M-V with the def2-TZVPD basis set) of C3H4ClNS in the gas phase.

Calculated values
Max |F|: 0.053 Eh/bohr
E_tot: -28022.440 eV
Total charge: 0
SMILES: N#C[C@@H](Cl)CS
Orbital gap: 10.318 eV
Relative energy (zero: lowest compared OMol25 entry of this formula, charge and spin): 0.663 eV
Lowest unoccupied orbital energy: 0.41 eV

Cartesian coordinates (Å):
H1 0.03252 -0.72688 1.06311
Cl1 -0.65611 1.54923 1.33561
C1 1.41960 0.19895 0.29092
C2 -0.81707 -0.05405 -0.83478
H2 -1.83002 0.18124 -0.58062
H3 -0.83691 -2.36210 -0.18680
N1 2.56833 0.17846 0.15688
H4 -0.55105 0.76190 -1.46294
C3 -0.04615 0.17225 0.50931
S1 -0.43608 -1.70895 -1.40182

Atomic forces in eV per Å
-1.549 -0.923 1.300
-0.253 0.786 0.811
1.187 1.050 -0.569
0.626 0.082 2.332
-0.931 -0.603 -0.044
0.463 0.932 -1.723
-1.138 -0.026 0.147
0.654 0.146 -1.145
1.651 -0.546 -2.095
-0.712 -0.897 0.985

---

The following is a DFT calculation (ωB97M-V with the def2-TZVPD basis set) of a molecular structure, C3H4CoLiO3.

Calculated values
Max |F|: 0.042 Eh/bohr
Multiplicity: 4
E_tot: -47140.804 eV
Total charge: +1
Orbital gap (alpha / beta): 9.283 / 8.233 eV
⟨S²⟩: 3.76
Relative energy (zero: lowest compared OMol25 entry of this formula, charge and spin): 2.078 eV
Lowest unoccupied orbital energy (alpha / beta): -4.16 / -5.22 eV

Cartesian coordinates (Å):
C1 0.34127 0.74669 0.09507
Co1 2.10448 -0.75102 -0.23196
C2 -1.90491 0.52509 0.00684
O1 1.51244 1.07194 0.31139
O2 0.07236 -0.54182 0.22624
C3 -1.34191 -0.84318 -0.21173
H1 3.20593 -1.92863 -0.46352
H2 -2.68306 0.80447 -0.71009
Li1 -2.00952 -2.62676 0.66092
O3 -0.68028 1.43664 -0.25870
H3 -1.32600 -1.01934 -1.29970
H4 -2.22274 0.73370 1.03701

Atomic forces in eV per Å
-0.818 0.763 0.212
1.819 -1.183 -0.121
0.127 0.181 -0.140
-0.134 0.659 -0.531
-0.176 -1.570 -0.047
-0.569 -0.293 -0.116
-0.782 0.581 0.134
0.276 0.043 0.221
-0.043 0.152 -0.030
-0.581 0.260 0.553
0.565 0.142 0.194
0.317 0.265 -0.328

---

The following is a DFT calculation (ωB97M-V with the def2-TZVPD basis set) of a molecular structure, C3H4CoO4.

Calculated values
Max |F|: 0.052 Eh/bohr
Multiplicity: 5
E_tot: -48991.246 eV
Total charge: -1
Orbital gap (alpha / beta): 6.364 / 8.553 eV
⟨S²⟩: 6.01
Relative energy (zero: lowest compared OMol25 entry of this formula, charge and spin): 0.000 eV
Lowest unoccupied orbital energy (alpha / beta): 4.08 / 3.58 eV

Cartesian coordinates (Å):
O1 -1.11723 0.54416 -0.34224
H1 1.31922 1.03198 1.55874
H2 -1.28500 -0.29634 1.54773
O2 1.13661 0.27118 -0.33520
Co1 -0.06488 -1.57389 -2.89010
O3 0.10826 0.23627 -2.36778
H3 0.98275 -0.73254 1.46738
O4 -0.09794 -1.53194 -1.03707
H4 -1.01423 1.48039 1.48179
C1 0.76022 0.25205 1.02397
C2 -0.76231 0.51656 1.01022
C3 0.03451 -0.19789 -1.11746

Atomic forces in eV per Å
0.698 -0.846 -0.633
-0.031 -0.186 -0.139
0.037 0.239 -0.028
0.274 0.090 0.340
-0.166 -1.770 -1.542
-0.120 0.820 0.695
-0.019 0.220 -0.002
-0.373 -0.316 0.505
-0.003 -0.195 -0.100
0.154 -0.172 -0.220
-0.141 -0.193 -0.142
-0.309 2.308 1.265

---

The following is a DFT calculation (ωB97M-V with the def2-TZVPD basis set) of 2 unconnected molecules or ions with the total composition C3H4F2.

Calculated values
Max |F|: 0.071 Eh/bohr
E_tot: -8606.007 eV
Total charge: 0
Orbital gap (alpha / beta): 9.417 / 8.956 eV
Relative energy (zero: lowest compared OMol25 entry of this formula, charge and spin): 4.107 eV
Lowest unoccupied orbital energy (alpha / beta): 0.31 / 0.07 eV

Cartesian coordinates (Å):
H1 0.28775 1.97616 1.85964
F1 -0.07618 -0.42143 -2.22621
C1 -0.01444 1.36824 1.01457
H2 0.29144 -2.04576 -1.07520
H3 -1.39449 -1.21577 -0.91150
H4 -0.79516 1.74658 0.38445
C2 0.55128 0.22788 0.75365
F2 1.50010 -0.44899 1.36720
C3 -0.35030 -1.18693 -1.16660

Atomic forces in eV per Å
0.115 0.024 0.069
-0.151 -0.192 -0.100
0.183 0.585 0.609
0.043 -0.170 0.028
-0.177 -0.069 0.050
-0.163 -0.045 -0.208
-1.098 -2.445 -2.479
0.032 0.401 0.293
1.215 1.911 1.738

---

The following is a DFT calculation (ωB97M-V with the def2-TZVPD basis set) of 2 unconnected molecules or ions with the total composition C3H4F2I2.

Calculated values
Max |F|: 0.075 Eh/bohr
E_tot: -24809.785 eV
Total charge: 0
Orbital gap: 8.529 eV
Relative energy (zero: lowest compared OMol25 entry of this formula, charge and spin): 0.000 eV
Lowest unoccupied orbital energy: -0.20 eV

Cartesian coordinates (Å):
H1 0.85103 0.41036 -1.29911
F1 -1.77581 -1.16491 0.62565
I1 0.31676 -2.86488 -0.49684
H2 1.66812 -0.05543 0.98830
C1 0.26128 0.66017 -0.42830
F2 -1.81685 -1.13868 -1.53338
H3 0.25142 0.75058 1.70791
H4 1.49615 1.70386 0.90437
C2 0.95007 0.75366 0.87392
I2 -1.17318 2.14770 -0.86929
C3 -1.02899 -1.20242 -0.47324

Atomic forces in eV per Å
0.061 0.147 -0.070
-0.039 -0.159 -0.082
-0.233 0.042 -0.030
0.027 -0.117 0.016
-2.611 -2.751 -0.631
0.032 -0.141 0.024
-0.052 -0.024 0.031
0.041 -0.097 0.091
0.086 0.260 0.187
0.334 -0.154 0.094
2.353 2.993 0.369

---

The following is a DFT calculation (ωB97M-V with the def2-TZVPD basis set) of C3H4F2N2 in the gas phase.

Calculated values
Max |F|: 0.092 Eh/bohr
E_tot: -11589.100 eV
Total charge: 0
Orbital gap: 10.575 eV
Relative energy (zero: lowest compared OMol25 entry of this formula, charge and spin): 1.007 eV
Lowest unoccupied orbital energy: 0.16 eV

Cartesian coordinates (Å):
H1 1.66746 -0.94227 -0.38767
C1 -1.21898 -0.11537 0.26164
C2 1.33560 0.03915 -0.07670
F1 -1.75584 -1.26686 -0.28835
C3 0.44227 0.78650 -0.96318
H2 2.02534 0.58310 0.54553
H3 0.84185 1.42631 -1.74119
F2 -2.27267 0.46454 0.88297
H4 -0.07617 -1.34389 1.42034
N1 -0.80691 0.74069 -0.82351
N2 -0.18194 -0.37190 1.17011

Atomic forces in eV per Å
0.136 0.007 -0.215
-0.200 -0.467 -0.128
-3.279 -1.364 3.147
0.250 0.119 -0.038
-0.151 0.238 -0.155
0.200 0.170 0.008
0.146 0.015 -0.156
0.034 0.156 0.113
-0.213 -0.252 -0.138
-0.437 0.160 -0.303
3.514 1.218 -2.134

---

The following is a DFT calculation (ωB97M-V with the def2-TZVPD basis set) of 2 unconnected molecules or ions with the total composition C3H4F2N2.

Calculated values
Max |F|: 0.044 Eh/bohr
E_tot: -11586.840 eV
Total charge: 0
Orbital gap (alpha / beta): 7.297 / 9.532 eV
Relative energy (zero: lowest compared OMol25 entry of this formula, charge and spin): 3.267 eV
Lowest unoccupied orbital energy (alpha / beta): -0.03 / 0.19 eV

Cartesian coordinates (Å):
C1 -1.73864 0.85294 0.45421
C2 0.78692 -1.78373 0.34025
N1 0.63412 -2.82071 0.85248
H1 0.96700 0.04289 1.25050
F1 -1.71915 0.47695 -0.83839
F2 -1.04302 2.01169 0.55291
H2 -2.71175 0.75066 0.96135
C3 0.98774 -0.42772 0.21436
H3 1.12995 1.10028 -0.93755
H4 1.36833 -0.33635 -1.89859
N2 1.33850 0.13310 -0.95153

Atomic forces in eV per Å
0.803 0.048 -0.875
-0.129 -1.312 1.454
-0.038 0.034 -0.816
0.255 0.153 -2.060
-0.426 0.145 0.728
-0.859 -0.648 0.294
0.498 0.438 -0.270
-0.366 -0.864 1.842
0.115 0.981 -0.715
-0.341 0.609 2.153
0.488 0.415 -1.735

---

The following is a DFT calculation (ωB97M-V with the def2-TZVPD basis set) of C3H4F2O in the gas phase.

Calculated values
Max |F|: 0.114 Eh/bohr
E_tot: -10655.978 eV
Total charge: 0
SMILES: OCC=C(F)F
Orbital gap: 10.314 eV
Relative energy (zero: lowest compared OMol25 entry of this formula, charge and spin): 1.981 eV
Lowest unoccupied orbital energy: 0.84 eV

Cartesian coordinates (Å):
H1 1.52649 0.82537 1.57820
F1 -1.87403 1.19888 -0.01144
C1 -0.31088 -0.66012 -0.26024
O1 1.72868 0.23086 0.86740
C2 1.00554 0.06024 -0.32526
H2 1.79779 -0.33018 -1.06567
H3 -0.19615 -1.69112 -0.36688
C3 -1.60513 -0.07749 0.06956
F2 -2.74750 -0.71281 0.17372
H4 0.67521 1.15638 -0.65940

Atomic forces in eV per Å
-1.176 0.603 -0.260
0.400 0.630 0.471
-3.775 2.372 1.622
1.630 -1.899 0.168
-0.787 4.415 -1.129
-1.757 0.272 1.046
-0.704 -1.689 0.250
4.860 -2.156 -2.428
0.294 -0.576 0.185
1.014 -1.975 0.075

---

The following is a DFT calculation (ωB97M-V with the def2-TZVPD basis set) of 2 unconnected molecules or ions with the total composition C3H4F3NS.

Calculated values
Max |F|: 0.060 Eh/bohr
E_tot: -23650.130 eV
Total charge: 0
Orbital gap (alpha / beta): 8.550 / 8.548 eV
Relative energy (zero: lowest compared OMol25 entry of this formula, charge and spin): 3.395 eV
Lowest unoccupied orbital energy (alpha / beta): -0.29 / -0.29 eV

Cartesian coordinates (Å):
C1 -1.43454 1.38460 0.26297
F1 -2.72460 1.38338 -0.23496
F2 -0.63807 1.75465 -0.66871
H1 -1.09738 0.40704 0.61240
N1 -0.54248 -1.63335 1.00873
S1 0.76964 -2.30232 0.42655
H2 2.18384 -0.03320 -2.07031
C2 1.44938 -1.16797 -0.43310
C3 2.10685 -0.21321 -0.99568
F3 -1.49268 2.36310 1.16412
H3 -1.24534 -2.45602 1.20248
H4 2.66538 0.51330 -0.27451

Atomic forces in eV per Å
-2.529 -0.230 0.840
0.804 -0.765 -0.075
1.702 0.936 -2.347
-0.609 0.010 0.553
-1.805 -2.462 0.523
-0.466 0.819 0.011
-0.179 -0.077 0.345
0.150 -0.877 -0.268
1.459 1.820 1.259
0.583 0.116 1.024
1.767 1.895 -0.353
-0.876 -1.184 -1.512

---

The following is a DFT calculation (ωB97M-V with the def2-TZVPD basis set) of a gas-phase ion, C3H4F3O3S (charge -1).

Calculated values
Max |F|: 0.153 Eh/bohr
E_tot: -28304.243 eV
Total charge: -1
SMILES: O=S(=O)([O-])CCC(F)(F)F
Orbital gap: 8.065 eV
Relative energy (zero: lowest compared OMol25 entry of this formula, charge and spin): 2.082 eV
Lowest unoccupied orbital energy: 3.31 eV

Cartesian coordinates (Å):
F1 1.99811 2.22271 1.05349
C1 0.02236 -1.07238 -0.11749
H1 1.78507 -0.44805 1.18618
C2 0.76128 0.04771 0.82313
O1 -2.57424 -0.39505 0.72877
F2 2.01479 1.15161 -1.14101
H2 0.14720 0.23780 1.82216
S1 -1.75406 -0.68341 -0.56515
O2 -2.41564 -1.95751 -1.21946
O3 -1.89382 0.55750 -1.75585
C3 1.18048 1.43634 0.05624
F3 0.04762 2.31567 -0.31474
H3 0.00268 -2.08387 0.51655
H4 0.67816 -1.32907 -1.07281

Atomic forces in eV per Å
-2.019 -1.948 -3.254
1.620 -0.790 0.595
-2.075 1.299 -0.979
0.526 -0.468 0.051
3.583 -0.199 -2.937
-2.526 1.318 3.729
1.110 0.036 -2.512
-6.947 0.866 -3.597
3.277 3.136 1.948
1.635 -4.372 4.944
-0.483 0.854 0.399
4.254 -2.914 1.082
-0.277 2.308 -1.320
-1.679 0.873 1.852